DFT (wB97M-V/def2-TZVPD) results for 17 unconnected molecules or ions with the total composition C74H193N11O23.

XYZ file:
```
301
C74H193N11O23 wB97M-V/def2-TZVPD
C -0.98832 -6.12596 -0.73015
O -1.04861 -7.51491 -1.11984
C -2.38139 -7.97840 -1.05231
C -2.49586 -9.33397 -1.71990
N -1.70813 -10.32572 -0.99621
C -2.08740 -10.57444 0.37631
C -3.39421 -11.33978 0.46441
O -3.58423 -11.51041 1.86454
C -4.77682 -12.20931 2.18998
H 0.03948 -5.77694 -0.81249
H -1.34223 -6.03168 0.32639
H -1.64906 -5.51357 -1.35805
H -3.07807 -7.29556 -1.56413
H -2.69303 -8.02699 0.00654
H -2.16603 -9.20144 -2.75618
H -3.50169 -9.74192 -1.70910
H -0.73337 -10.04525 -0.94983
H -2.22798 -9.67815 1.02256
H -1.34764 -11.19854 0.87006
H -3.37461 -12.33572 0.00647
H -4.28098 -10.79766 0.07858
H -4.87118 -12.23831 3.27208
H -4.77463 -13.24314 1.80660
H -5.65260 -11.69842 1.78032
C 8.72762 -5.42089 -0.65970
O 7.90036 -5.37803 0.46871
C 8.55815 -5.65940 1.67879
C 7.53892 -5.76636 2.73037
N 6.86797 -4.48513 2.86615
C 5.90525 -4.54791 3.97982
C 5.05401 -3.30855 4.10398
O 4.23558 -3.19892 2.92646
C 3.44662 -2.02126 2.99730
H 9.54488 -4.68719 -0.63099
H 8.07965 -5.19275 -1.52263
H 9.15436 -6.44724 -0.77592
H 9.28851 -4.89050 1.93560
H 9.08159 -6.62441 1.57646
H 8.07292 -6.08164 3.64312
H 6.88214 -6.60294 2.41179
H 6.38471 -4.29518 1.98094
H 6.46937 -4.59305 4.91659
H 5.31827 -5.49392 3.89161
H 5.69308 -2.41637 4.20768
H 4.48129 -3.40564 5.04702
H 2.76407 -2.02955 3.85588
H 2.87279 -1.94915 2.07294
H 4.09415 -1.12514 3.07115
C -3.79752 6.48237 -3.35245
O -4.85135 7.39619 -3.15880
C -5.02053 7.58572 -1.78304
C -6.16480 8.54104 -1.48342
N -5.69926 9.91305 -1.34788
C -5.20567 10.52797 -2.58992
C -6.26959 10.87277 -3.62028
O -7.23918 11.70927 -3.06974
C -8.26057 12.12024 -3.99347
H -2.83575 6.88561 -2.97493
H -3.73468 6.35810 -4.43664
H -4.03222 5.48527 -2.90771
H -4.13547 8.05941 -1.35152
H -5.22322 6.62731 -1.28041
H -6.72916 8.35276 -0.57029
H -6.90331 8.42094 -2.31124
H -6.46351 10.48293 -0.95944
H -4.48610 9.86939 -3.07557
H -4.68891 11.48233 -2.37449
H -6.73892 9.92827 -3.97238
H -5.71211 11.31531 -4.46079
H -7.80047 12.75336 -4.76289
H -9.01924 12.67732 -3.43604
H -8.70086 11.22465 -4.46284
C -4.33186 -4.11123 1.02123
O -4.02265 -3.86209 -0.33885
C -3.27392 -2.71268 -0.55058
C -3.60232 -2.18039 -1.93807
N -2.64873 -1.09192 -2.33077
C -2.82084 -0.61022 -3.68106
C -3.79389 0.55348 -3.86787
O -3.37377 1.80108 -3.43607
C -2.32136 2.39351 -4.15216
H -4.90459 -5.05350 1.04591
H -4.94260 -3.30035 1.46454
H -3.42713 -4.23620 1.63651
H -2.19149 -2.92256 -0.48413
H -3.53224 -1.90937 0.17079
H -4.64315 -1.80196 -1.99740
H -3.49711 -3.00585 -2.66681
H -2.74898 -0.33104 -1.65935
H -3.14709 -1.34947 -4.42294
H -1.82027 -0.29525 -4.01094
H -4.72851 0.32191 -3.35872
H -4.01953 0.67885 -4.95240
H -1.41145 1.78030 -4.14413
H -2.11053 3.36638 -3.71202
H -2.62984 2.48011 -5.19575
C 8.32770 0.60363 2.47256
O 7.86862 -0.13417 1.35612
C 6.78178 -0.98838 1.70774
C 6.35829 -1.68085 0.44870
N 5.75479 -0.76201 -0.50371
C 5.58442 -1.48342 -1.75310
C 4.99628 -0.51625 -2.71214
O 5.96102 0.41501 -3.10467
C 5.42460 1.18401 -4.17332
H 9.12657 1.26695 2.10484
H 8.74406 -0.06638 3.24365
H 7.52614 1.21232 2.90782
H 5.85806 -0.51519 2.07816
H 7.12035 -1.70324 2.47600
H 5.59610 -2.42872 0.68157
H 7.23478 -2.21745 0.03591
H 6.37735 0.02427 -0.66469
H 4.90521 -2.31863 -1.55561
H 6.53938 -1.90263 -2.14166
H 4.19289 0.03014 -2.17990
H 4.55216 -1.04548 -3.58197
H 4.44728 1.61639 -3.90769
H 5.24963 0.50486 -5.01497
H 6.12138 1.98122 -4.45279
C -2.24375 -3.12101 4.60137
O -2.34271 -1.81600 4.09390
C -3.65573 -1.35953 4.14174
C -3.74672 -0.00434 3.48281
N -2.90072 0.91956 4.19788
C -2.76039 2.15003 3.43023
C -1.83985 3.08747 4.15330
O -2.45132 3.63391 5.22958
C -1.66558 4.35345 6.14858
H -2.88517 -3.80843 4.02215
H -2.48000 -3.16013 5.68401
H -1.19909 -3.42101 4.48742
H -4.00770 -1.30100 5.20246
H -4.30659 -2.04416 3.57181
H -4.80198 0.31015 3.46407
H -3.40289 -0.07346 2.42016
H -1.97777 0.47825 4.30917
H -3.74540 2.62030 3.33157
H -2.39306 2.00324 2.38985
H -1.45178 3.85605 3.44819
H -0.98417 2.48305 4.51940
H -1.10582 5.15110 5.63242
H -0.94177 3.67876 6.63053
H -2.28137 4.79907 6.93847
C -4.87050 -7.92712 2.14077
C -4.38340 -7.48050 3.47252
C -2.87592 -7.28833 3.41666
O -5.12962 -6.26028 3.79296
H -5.96166 -7.80719 2.12047
H -4.62292 -8.96027 1.87192
H -4.46247 -7.25704 1.37368
H -4.64606 -8.24438 4.22564
H -2.52775 -7.09856 4.43991
H -2.64888 -6.40969 2.79814
H -2.39954 -8.19684 3.05649
H -4.81945 -5.98444 4.66630
C 0.82919 6.88245 2.11858
C 0.27268 6.21303 0.87957
C -0.42193 7.18419 -0.02485
O 1.28247 5.51893 0.10965
H 1.64720 7.56835 1.87170
H 1.19401 6.11285 2.82647
H 0.02399 7.45912 2.59087
H -0.51012 5.52067 1.23606
H 0.33829 7.81247 -0.50148
H -1.09891 7.81954 0.54134
H -0.99307 6.69479 -0.83127
H 1.64819 4.80357 0.65382
C 1.70753 -4.78990 4.50489
C 0.89667 -6.04879 4.26613
C 1.08588 -6.57167 2.83920
O 1.32046 -7.10202 5.16179
H 1.40378 -4.34472 5.46695
H 1.56323 -4.07116 3.70542
H 2.77621 -5.02356 4.53245
H -0.15295 -5.87812 4.49270
H 0.41097 -7.42442 2.72177
H 2.11142 -6.93162 2.68704
H 0.84815 -5.82210 2.08432
H 1.25971 -6.73237 6.03746
C 0.15571 -1.50184 7.58950
C 1.00185 -1.39587 6.40104
C 1.16372 0.04605 5.90221
O 2.37185 -1.83680 6.65757
H 0.12533 -2.51624 7.99226
H -0.89266 -1.30464 7.30670
H 0.42191 -0.81898 8.39967
H 0.62158 -2.08000 5.62510
H 0.28198 0.58071 5.57586
H 1.80644 -0.08236 5.02847
H 1.72720 0.64855 6.62480
H 2.27155 -2.71843 7.01063
C 3.75551 2.53415 3.57619
C 2.29760 3.03892 3.41568
C 1.98149 4.02500 4.46614
O 2.11804 3.54999 2.06914
H 4.43259 3.36498 3.34149
H 3.95634 1.76830 2.81255
H 4.02310 2.16889 4.56460
H 1.70075 2.13142 3.43422
H 2.69079 4.85086 4.51352
H 1.95578 3.53435 5.44151
H 1.00006 4.46256 4.31930
H 3.00950 3.72724 1.71025
C 1.14538 6.24623 -3.63653
C 0.55386 4.87269 -3.54539
C 1.68245 3.89919 -3.81916
O -0.13983 4.61305 -2.27291
H 1.96506 6.28655 -2.90767
H 0.40302 6.98943 -3.31837
H 1.51002 6.47883 -4.63724
H -0.21386 4.66018 -4.30109
H 2.51123 4.06061 -3.11675
H 2.07369 3.96287 -4.82780
H 1.30734 2.89180 -3.61079
H 0.37761 5.05372 -1.55950
C 4.83823 2.77356 -0.80232
C 5.33478 4.13444 -0.26915
C 5.73895 5.05311 -1.39991
O 4.58845 5.37677 -2.14441
C 4.87679 5.98781 -3.36177
N 4.29908 4.75137 0.55885
H 5.59352 2.37026 -1.46077
H 3.99914 3.06496 -1.43706
H 4.53495 2.03549 -0.06179
H 6.22835 4.05752 0.35368
H 6.48641 4.64315 -2.10814
H 6.13361 5.98458 -0.91855
H 5.46835 6.89361 -3.22094
H 3.91855 6.26097 -3.83283
H 5.40792 5.28477 -4.01400
H 3.58063 5.24084 0.02945
H 4.76337 5.41841 1.17283
C 1.04440 -1.38730 -3.51793
C 0.67904 -2.87223 -3.17969
C 1.90526 -3.72079 -2.92967
O 2.69779 -3.66031 -4.08238
C 3.88967 -4.43209 -3.95336
N -0.16180 -3.02652 -1.97939
H 1.60427 -1.31245 -4.45803
H 1.70966 -0.96207 -2.76353
H 0.16573 -0.71652 -3.53964
H 0.10817 -3.26843 -4.01920
H 1.53315 -4.73435 -2.67540
H 2.43638 -3.30523 -2.03726
H 4.46277 -4.05542 -3.09681
H 4.48811 -4.33188 -4.85032
H 3.65851 -5.50010 -3.80333
H -1.00308 -2.47758 -2.13910
H 0.29890 -2.58672 -1.17681
C -2.60802 4.21520 -7.70929
C -1.83410 3.41915 -8.79486
C -1.25365 2.15399 -8.21136
O -0.26254 2.45570 -7.26670
C 0.32626 1.32206 -6.71767
N -2.77206 3.04243 -9.83166
H -1.96519 4.33810 -6.83547
H -3.51103 3.67773 -7.40043
H -2.92417 5.19983 -8.05953
H -0.99449 4.03324 -9.15918
H -0.79706 1.53374 -9.01172
H -2.10949 1.56443 -7.83072
H 1.03773 1.63857 -5.94277
H 0.85283 0.73710 -7.48831
H -0.42535 0.68362 -6.23964
H -3.33569 3.83418 -10.12696
H -2.29501 2.70400 -10.66430
C 1.72500 0.99663 -0.52602
C 0.22193 1.09538 -0.20824
C -0.10885 0.14995 0.91229
O 0.22877 -1.10732 0.59861
C -0.22084 -2.02395 1.52382
N -0.33938 2.40641 0.22791
H 2.15647 -0.01904 -0.55653
H 2.24899 1.50493 0.29316
H 2.01639 1.53429 -1.44039
H -0.32857 0.79170 -1.11545
H -1.18179 0.26181 1.05843
H 0.42342 0.48023 1.84003
H 0.30399 -1.86800 2.48752
H -0.01421 -3.03222 1.14634
H -1.30168 -1.88303 1.69795
H 0.28919 2.85493 0.89317
H -0.44405 3.04695 -0.57176
C -4.07174 3.69827 0.11264
C -4.28985 2.18522 0.04424
C -5.45443 1.90842 -0.80869
O -6.59054 2.64738 -0.39230
C -7.14757 2.15690 0.81050
N -3.11205 1.36629 -0.38457
H -3.72383 4.03548 -0.87969
H -3.24424 3.97100 0.79716
H -4.98684 4.22956 0.39233
H -4.55246 1.84079 1.05331
H -5.69587 0.82525 -0.74443
H -5.18891 2.13857 -1.84406
H -7.25058 1.05196 0.76624
H -8.11532 2.63211 0.95501
H -6.48726 2.38505 1.67303
H -2.34369 1.56336 0.26799
H -2.82424 1.70599 -1.31207
```

HOMO level (eV): -8.316
Electronic energy (eV): -143342.542
Max |F| (eV/A): 2.83

Here are the Löwdin charges for atoms 1 to 5, given in e:
1 C -0.090
2 O -0.186
3 C -0.253
4 C -0.183
5 N -0.063

DFT (wB97M-V/def2-TZVPD) results for 2 unconnected molecules or ions with the total composition C4H12.

XYZ file:
```
16
C4H12 wB97M-V/def2-TZVPD
C 1.13600 1.45692 -1.39556
C 1.54600 2.75804 -0.71973
H 0.00350 1.34905 -1.48164
H 1.44894 1.47062 -2.46737
H 1.34368 0.57072 -0.75218
H 0.73046 3.51352 -0.70742
H 2.28078 3.13965 -1.32539
H 1.72222 2.47272 0.37903
C -1.82029 -2.68737 1.31852
C -0.87477 -1.48803 0.84353
H -2.85746 -2.44936 1.50270
H -1.75166 -3.51601 0.63436
H -1.23373 -3.08216 2.10061
H -0.84638 -1.29573 -0.21367
H -0.95622 -0.43458 1.18598
H 0.12895 -1.77801 1.09823
```

HOMO level (eV): -11.202
Electronic energy (eV): -4341.346
Relative energy (zero: lowest compared OMol25 entry of this formula, charge and spin) (eV): 1.183
Max |F| (eV/A): 4.00

Here are the Löwdin charges for atoms 1 to 5, given in e:
1 C -0.200
2 C -0.180
3 H 0.070
4 H 0.070
5 H 0.059